This record from OMol25 describes a cluster of 8 separate species, C46H32F7NO30P in total at a distorted geometry. The level of theory is ωB97M-V with the def2-TZVPD basis set.

```
117
Properties=species:S:1:pos:R:3:forces:R:3
N -13.9649 7.5553 8.1557 1.4 -0.2 -1.0
P -12.5136 7.1650 7.5615 -2.6 0.8 2.7
O -12.7793 5.9265 6.4203 1.5 1.9 -0.1
O -11.9373 8.5907 6.7799 0.5 -1.8 0.8
C -11.4750 6.6620 9.0283 0.7 -1.3 -3.2
C -10.1341 5.9245 8.6166 -3.1 -0.2 1.6
F -10.1577 4.6354 9.2715 0.8 1.6 -1.1
F -9.9855 5.6575 7.2273 0.8 0.5 1.7
C -8.8951 6.7074 9.2684 -0.6 -0.6 0.1
F -7.9056 5.7732 9.6111 -1.2 1.9 -0.1
F -9.3892 7.3868 10.4061 1.8 -1.8 -1.9
C -8.2397 7.8285 8.3384 0.7 1.7 1.3
F -6.9931 7.3877 7.8650 -2.6 0.9 0.2
F -7.9383 8.9277 9.1806 -0.3 -1.9 -1.9
F -9.0637 8.3294 7.3505 2.0 -1.4 1.6
H -14.1679 8.5421 7.9427 0.1 -0.7 0.1
H -12.0175 5.9022 5.8009 -0.5 -0.2 0.5
H -11.4982 9.0873 7.5047 -0.3 -0.5 -0.5
H -12.1047 5.8801 9.5719 0.7 1.3 -0.7
C -2.9986 6.3378 4.9980 0.5 -0.2 -0.1
C -3.8053 6.4687 6.0550 -1.2 0.6 -0.7
C -3.3808 6.0287 7.4161 0.3 -0.3 0.7
O -4.1341 6.1807 8.3590 -0.1 0.1 -0.4
C -2.0552 5.4189 7.5587 -0.4 0.1 0.1
C -1.2502 5.2848 6.5014 1.0 -0.6 0.8
C -1.6649 5.7502 5.1453 -0.5 0.3 -0.6
O -0.8973 5.6287 4.2057 0.1 -0.1 0.3
O -0.0203 4.7192 6.6188 -1.3 0.7 -0.8
O -5.0423 7.0078 5.9335 1.2 -0.6 0.7
H -3.2934 6.6546 4.0068 0.0 0.0 0.0
H -1.7665 5.0882 8.5471 0.0 0.0 0.0
H 0.3735 4.7359 5.7142 -0.1 0.0 0.5
H -5.4267 6.9943 6.8339 -0.1 0.1 -0.2
C 3.5058 4.7417 3.4133 -0.3 0.0 0.3
C 4.5582 4.2720 2.7396 0.3 1.1 -0.5
C 4.9145 2.8240 2.7640 0.0 -0.7 0.1
O 5.8706 2.4297 2.1218 -0.1 0.4 0.0
C 4.0878 1.9262 3.5766 0.3 0.0 -0.2
C 3.0379 2.3977 4.2525 -0.2 -1.0 0.4
C 2.6669 3.8402 4.2052 0.1 0.8 -0.3
O 1.6908 4.2283 4.8213 0.7 -0.6 -0.4
O 2.2620 1.5799 5.0129 0.3 1.3 -0.3
O 5.3479 5.0924 2.0028 -0.3 -1.1 0.4
H 3.2351 5.7890 3.4022 0.0 0.0 0.0
H 4.3669 0.8808 3.6008 0.0 0.0 0.0
H 1.5720 2.1565 5.3960 0.0 -0.2 0.0
H 6.0328 4.5143 1.6160 0.0 0.1 0.0
C 1.8286 -0.9993 3.3662 -0.3 0.1 -0.2
C 2.8243 -1.8876 3.3731 0.6 0.7 0.5
C 2.6557 -3.2512 2.7952 -0.2 -0.6 -0.3
O 3.5946 -4.0279 2.8035 0.1 0.3 0.2
C 1.3467 -3.6048 2.2383 0.4 -0.1 0.0
C 0.3483 -2.7179 2.2337 -0.9 -1.0 -0.2
C 0.5268 -1.3443 2.7877 0.2 0.6 0.4
O -0.4004 -0.5564 2.7495 0.0 -0.4 -0.2
O -0.8738 -3.0302 1.7222 1.6 0.4 1.2
O 4.0375 -1.5856 3.9073 -0.7 -0.7 -0.5
H 1.9400 -0.0046 3.7812 -0.1 -0.3 -0.1
H 1.2318 -4.6030 1.8380 0.0 0.0 0.0
H -1.4184 -2.2269 1.8328 -0.1 -0.1 -0.2
H 4.5803 -2.3882 3.7882 0.0 0.1 0.0
C -2.8725 -0.6519 -1.8434 0.1 -0.2 0.3
C -2.5729 -0.2007 -3.0633 -1.2 0.4 -0.3
C -1.1903 -0.3008 -3.6114 0.8 -0.2 0.1
O -0.9576 0.1051 -4.7382 -0.5 0.1 0.1
C -0.1536 -0.8869 -2.7599 -0.2 0.1 -0.4
C -0.4508 -1.3358 -1.5382 1.0 -0.3 0.2
C -1.8408 -1.2607 -0.9977 -0.9 0.2 0.2
O -2.0880 -1.6944 0.1174 -0.1 0.7 -1.0
O 0.4984 -1.8793 -0.7401 -1.0 0.4 -0.2
O -3.5155 0.3677 -3.8572 1.1 -0.4 0.2
H -3.8721 -0.5866 -1.4353 0.0 0.0 0.0
H 0.8492 -0.9371 -3.1648 0.0 0.0 0.1
H 0.0334 -2.1281 0.0795 0.0 -0.2 -0.1
H -3.0506 0.6075 -4.6812 -0.1 0.0 0.0
C 2.0932 0.4672 -5.8638 0.1 -0.1 0.4
C 2.3917 0.9188 -7.0838 -1.1 0.3 -0.2
C 3.7745 0.8186 -7.6328 0.7 -0.1 -0.1
O 4.0060 1.2244 -8.7578 -0.3 0.0 0.1
C 4.8118 0.2311 -6.7794 -0.1 0.2 -0.2
C 4.5129 -0.2167 -5.5590 1.1 -0.2 0.2
C 3.1250 -0.1409 -5.0221 -0.8 0.2 -0.1
O 2.8855 -0.5775 -3.9082 0.5 -0.1 -0.1
O 5.4634 -0.7618 -4.7549 -1.1 0.3 -0.2
O 1.4490 1.4876 -7.8772 1.1 -0.4 0.2
H 1.0935 0.5312 -5.4529 0.0 0.0 -0.1
H 5.8144 0.1800 -7.1823 0.0 0.0 0.0
H 4.9978 -1.0072 -3.9323 0.1 0.0 0.0
H 1.9140 1.7270 -8.7011 -0.1 0.0 0.0
C 6.0503 -3.4333 -6.7166 -0.4 0.1 -0.1
C 7.0394 -4.3291 -6.7495 0.8 0.8 0.5
C 6.8394 -5.6883 -7.3297 -0.3 -0.6 -0.3
O 7.7715 -6.4726 -7.3592 0.1 0.3 0.2
C 5.5096 -6.0274 -7.8421 0.4 -0.1 0.0
C 4.5196 -5.1336 -7.8062 -0.8 -0.8 -0.5
C 4.7267 -3.7655 -7.2513 0.3 0.6 0.3
O 3.8015 -2.9709 -7.2531 -0.1 -0.3 -0.1
O 3.2807 -5.4328 -8.2744 0.8 0.7 0.5
O 8.2705 -4.0403 -6.2569 -0.8 -0.7 -0.5
H 6.1833 -2.4440 -6.3003 0.0 -0.1 0.0
H 5.3726 -7.0217 -8.2437 0.0 0.0 0.1
H 2.7498 -4.6251 -8.1377 0.0 -0.1 0.0
H 8.8023 -4.8462 -6.3996 0.0 0.1 0.0
C 2.8530 -10.2405 -7.6429 0.3 0.2 0.2
C 2.4102 -11.3958 -8.1441 -1.2 0.4 -0.1
C 3.3196 -12.5634 -8.3291 0.6 -0.5 0.0
O 2.8747 -13.6070 -8.7718 -0.3 0.3 0.0
C 4.7308 -12.3993 -7.9688 -0.3 -0.2 -0.1
C 5.1742 -11.2429 -7.4709 1.2 -0.4 0.1
C 4.2587 -10.0849 -7.2606 -0.7 0.4 0.0
O 4.6970 -9.0515 -6.7866 0.3 -0.3 -0.1
O 6.4777 -11.0727 -7.1347 -1.2 0.4 -0.1
O 1.1127 -11.5573 -8.5057 1.1 -0.4 0.1
H 2.2034 -9.3871 -7.5017 0.0 0.0 0.0
H 5.3837 -13.2474 -8.1242 0.0 0.0 0.0
H 6.5427 -10.1575 -6.8001 0.1 -0.1 0.0
H 1.0473 -12.4742 -8.8342 -0.1 0.1 0.0
```
Positions in Å, forces in eV/Å.

Calculated values
HOMO-LUMO gap	2.694	eV
charge	-1
E_LUMO	-0.043	Ha
DFT total energy	-139443.744	eV